111
Properties=species:S:1:pos:R:3 method="wB97M-V/def2-TZVPD" orbital_gap_ev=6.54 total_charge=-1 e_tot_ha=-2016.54928 homo_ev=-4.34
C 4.23 -4.45 5.88
C 4.53 -4.71 4.35
C 4.85 -3.34 3.59
C 3.69 -3.14 2.51
C 3.52 -1.64 2.04
C 2.28 -1.02 2.78
C 1.48 0.06 1.94
C 0.07 -0.42 1.48
C 0.07 -1.61 0.40
C 0.08 -2.95 1.22
C -0.82 -4.09 0.66
C -0.84 -5.24 1.71
O -0.50 -6.35 1.43
O -1.31 -4.97 2.99
N 1.27 -1.40 -0.43
B 1.62 -2.53 -1.31
O 0.71 -3.24 -2.11
C 3.17 -3.00 -1.44
C 4.01 -1.86 -2.13
C -1.28 -1.39 -0.39
O -2.35 -1.41 0.26
O -1.30 -1.15 -1.62
H 4.90 -5.12 6.47
H 3.16 -4.68 6.09
H 4.42 -3.40 6.19
H 5.41 -5.37 4.19
H 3.64 -5.20 3.91
H 5.79 -3.50 3.01
H 4.93 -2.49 4.29
H 2.75 -3.51 2.98
H 3.93 -3.84 1.69
H 4.43 -1.09 2.39
H 3.50 -1.52 0.94
H 1.57 -1.76 3.19
H 2.70 -0.48 3.67
H 1.30 0.90 2.65
H 2.09 0.50 1.12
H -0.38 0.44 0.92
H -0.63 -0.62 2.32
H 1.11 -3.34 1.41
H -0.32 -2.71 2.23
H -0.37 -4.56 -0.24
H -1.88 -3.81 0.50
H -0.62 -5.11 3.65
H 1.21 -0.51 -0.93
H 0.94 -4.17 -1.99
H 3.58 -3.35 -0.47
H 3.21 -3.87 -2.14
H 3.34 -1.36 -2.87
H 4.90 -2.28 -2.66
H 4.30 -1.08 -1.39
C 3.27 0.52 8.65
C 2.47 -0.21 7.59
C 1.70 -1.39 8.17
O 3.35 -0.68 6.56
H 4.01 -0.15 9.11
H 3.81 1.35 8.22
H 2.61 0.90 9.44
H 1.77 0.48 7.11
H 2.39 -2.12 8.61
H 1.14 -1.91 7.40
H 1.01 -1.06 8.95
H 3.97 -1.29 6.97
C 1.99 5.05 5.09
C 1.65 4.00 4.04
C 0.80 4.59 2.93
O 0.95 2.92 4.66
H 1.08 5.45 5.55
H 2.59 4.61 5.89
H 2.55 5.88 4.65
H 2.57 3.58 3.63
H -0.15 4.97 3.32
H 0.56 3.82 2.19
H 1.32 5.40 2.42
H 0.13 3.28 5.03
C -4.94 -2.50 -3.62
C -5.19 -0.99 -3.62
C -4.31 -0.29 -4.64
O -4.93 -0.47 -2.33
H -3.91 -2.72 -3.35
H -5.58 -2.99 -2.88
H -5.15 -2.93 -4.60
H -6.24 -0.79 -3.85
H -3.25 -0.44 -4.41
H -4.48 0.79 -4.63
H -4.50 -0.67 -5.65
H -4.00 -0.64 -2.11
C -5.38 3.43 -7.44
C -6.16 2.72 -8.53
C -6.97 1.56 -7.98
O -5.25 2.24 -9.52
H -4.67 2.75 -6.96
H -4.80 4.26 -7.85
H -6.05 3.83 -6.67
H -6.83 3.43 -9.03
H -6.31 0.82 -7.52
H -7.51 1.06 -8.78
H -7.69 1.91 -7.23
H -4.66 1.61 -9.10
C -1.24 7.11 -5.74
C -1.90 5.83 -6.24
C -1.15 5.25 -7.43
O -3.25 6.10 -6.61
H -1.24 7.87 -6.52
H -1.79 7.52 -4.89
H -0.20 6.93 -5.44
H -1.93 5.10 -5.44
H -1.15 5.96 -8.27
H -1.64 4.34 -7.79
H -0.12 5.01 -7.18
H -3.24 6.75 -7.32